Here is C16H25CrI2LuN3O4S2 as an isolated structure at a distorted geometry from the Open Molecules 2025 dataset. Energies are from ωB97M-V/def2-TZVPD.

Each line ends with the natural charge from an NBO analysis.
Atoms and positions in Å:
1 I -0.702 2.762 -2.215  0.4954
2 I 2.406 2.318 -2.735  0.3387
3 Lu 2.145 -0.192 -0.944  1.3882
4 Cr -1.023 0.616 -0.701  0.6599
5 S -0.084 -0.765 -2.092  -0.3262
6 S 0.814 1.356 0.613  -0.4013
7 C -2.632 -0.427 -1.042  0.5883
8 C -0.653 -0.804 -4.051  0.1701
9 C 1.524 2.343 2.042  0.0435
10 C 0.541 -0.379 -4.872  -0.6723
11 C -0.976 -2.293 -4.161  -0.6717
12 C -1.854 0.067 -4.329  -0.6845
13 C 2.503 3.328 1.413  -0.6354
14 C 2.196 1.299 2.924  -0.6321
15 C 0.382 3.071 2.734  -0.6492
16 C 2.480 -2.458 -1.771  0.4464
17 C 3.916 -1.700 -0.107  0.4414
18 O -3.478 -1.240 -1.075  -0.2814
19 O 2.469 -3.590 -1.952  -0.2714
20 O 4.688 -2.498 0.220  -0.2336
21 H 1.436 -0.944 -4.596  0.2133
22 H 0.771 0.681 -4.719  0.2128
23 H 0.351 -0.540 -5.945  0.3039
24 H -0.095 -2.902 -3.922  0.2209
25 H -1.319 -2.558 -5.170  0.2966
26 H -1.769 -2.568 -3.452  0.2315
27 H -2.712 -0.177 -3.693  0.2254
28 H -2.145 -0.081 -5.382  0.3108
29 H -1.615 1.132 -4.195  0.2109
30 H 3.022 3.898 2.195  0.2841
31 H 1.975 4.032 0.760  0.2324
32 H 3.249 2.823 0.788  0.1991
33 H 2.627 1.757 3.824  0.2887
34 H 3.002 0.790 2.378  0.1985
35 H 1.478 0.533 3.240  0.2125
36 H 0.771 3.606 3.610  0.2827
37 H -0.401 2.381 3.068  0.2139
38 H -0.074 3.810 2.063  0.2381
39 C -3.541 -0.420 3.844  -0.4258
40 N -2.337 -0.725 3.083  -0.3298
41 C -1.242 -1.254 3.676  0.2204
42 C -0.133 -1.532 2.909  -0.3809
43 C -0.245 -1.401 1.527  0.5045
44 N -1.225 -0.707 0.973  -0.6092
45 C -2.217 -0.185 1.797  0.7580
46 O -2.955 0.735 1.431  -0.5489
47 N 0.807 -1.825 0.668  -0.8819
48 H -3.388 -0.764 4.866  0.2491
49 H -4.400 -0.937 3.413  0.2629
50 H -3.758 0.649 3.841  0.2638
51 H -1.336 -1.428 4.749  0.2856
52 H 0.781 -1.908 3.360  0.2780
53 H 1.529 -2.334 1.181  0.4275
54 H 0.446 -2.453 -0.067  0.4379

HOMO level (alpha / beta) = -21.0 / -21.0 eV
<S²> = 4.195
Net charge = +4
ΔE to the lowest compared entry with this formula, charge and spin = 25.0 kcal per mole
Spin multiplicity = 4